Below is 11 unconnected molecules or ions with the total composition C48H81Cl20N2O6P3S in a non-equilibrium geometry, with properties calculated with ωB97M-V/def2-TZVPD.

The geometry in XYZ format:
```
161
Properties=species:S:1:pos:R:3:forces:R:3:lowdin_charge:R:1
Cl 8.343291 7.545529 -0.186242 -0.04 0.36 0.41 0.614
Cl -8.387030 -2.258115 3.008768 0.03 -0.01 -0.04 0.536
Cl -6.696096 -0.906308 -2.964612 0.00 0.04 0.01 0.560
Cl 1.750074 7.091018 1.806502 -0.05 -0.05 -0.05 0.545
Cl 2.396727 -5.925417 6.660704 -0.03 0.00 -0.01 0.542
Cl 7.827483 4.089349 -2.889476 0.41 0.03 -0.27 0.592
Cl -10.642784 0.718392 3.517699 -0.64 0.07 0.47 0.641
Cl -6.452541 -5.145623 -3.703679 0.08 -0.23 -0.20 0.579
Cl 2.435268 -5.682686 3.274947 0.02 0.00 -0.06 0.603
Cl 8.005157 7.967411 3.149245 -0.06 0.04 0.03 0.546
Cl -6.726268 -3.489586 -0.744279 -0.15 0.18 0.12 0.534
Cl 0.999624 2.905105 -2.430986 0.02 -0.03 0.00 0.562
Cl 3.202364 5.527381 4.458236 -0.03 -0.06 -0.03 0.546
Cl -8.614440 2.132156 5.842665 0.03 -0.01 -0.04 0.553
Cl -7.317533 -0.119372 0.603836 0.07 0.23 0.14 0.633
Cl -0.134107 -2.517715 -4.140975 0.13 -0.10 0.13 0.556
Cl -3.518925 -2.978617 -4.092174 0.04 -0.01 0.02 0.542
Cl 8.786477 5.911502 -5.618652 -0.03 0.00 -0.01 0.537
Cl -4.731969 -7.082717 -5.903490 0.01 0.02 -0.01 0.538
Cl -1.775492 2.712369 -4.405604 -0.02 -0.03 0.01 0.560
S 6.674032 -0.246287 -2.448007 0.22 -0.02 0.09 0.177
P 5.467525 1.292817 -2.465716 1.26 -2.02 0.14 0.459
P 4.935152 3.634885 -0.169694 -0.49 0.75 -1.83 0.479
P 4.500105 -3.922020 -3.646814 -0.18 -2.06 -0.08 0.458
O 5.790636 -3.097504 -3.387831 0.70 1.25 0.00 -0.176
O 6.360480 3.417434 0.473931 -0.04 0.13 0.94 -0.098
O 0.889759 -1.466262 0.915506 0.73 0.05 -0.56 0.095
O 3.719619 -3.272732 -4.847924 -0.58 0.51 -0.26 -0.120
O 4.108639 4.566898 0.855534 0.51 -0.65 0.47 -0.183
O 3.689941 -0.926137 -3.169022 -0.35 -0.16 1.08 0.049
N 4.950152 4.275203 -1.561731 -0.42 -0.11 -0.46 -0.167
N 4.915100 -5.371779 -4.014954 -0.37 -0.04 0.40 -0.152
C -0.799619 4.166306 -4.076136 0.06 0.06 0.02 -0.650
C 1.898623 -1.399811 0.224954 -1.39 -0.43 0.80 -0.196
C 2.249301 -4.903454 -0.561226 -1.37 -2.28 1.83 -0.046
C 1.723040 0.697627 2.254178 -0.09 0.70 0.53 -0.113
C 2.349594 -2.624298 -0.460990 -0.62 2.61 1.48 -0.102
C -8.148469 -2.640881 -1.425254 -0.07 -0.10 0.03 -0.658
C 2.684601 -0.163716 0.092364 -1.57 -2.39 0.17 -0.042
C -7.924659 -2.196532 -2.846893 -0.10 0.06 0.00 -0.653
C 3.032248 -4.861418 -1.626979 0.63 -3.13 -1.46 -0.084
C -7.430460 -0.770584 3.250347 0.07 0.01 0.15 -0.659
C 1.910013 -3.778212 0.042187 -1.65 -0.01 2.08 -0.004
C -2.823799 1.213941 -1.096774 -0.35 0.15 0.44 -0.207
C 0.456075 1.563211 2.113596 0.67 -1.04 -0.59 -0.164
C 9.630654 7.361418 1.035434 0.12 -0.02 -0.05 -0.624
C 3.150923 -7.065344 5.516806 0.03 -0.08 0.07 -0.664
C 9.088572 6.817035 2.328408 0.04 -0.12 0.10 -0.661
C -2.217225 -3.815490 2.886574 0.38 -1.15 -0.29 -0.214
C -6.146936 -6.895074 -3.572883 -0.07 -0.08 0.09 -0.640
C 8.221445 6.534652 -4.045334 -0.02 0.13 0.02 -0.667
C 4.020254 6.498032 3.205297 0.27 0.02 0.03 -0.673
C 2.582376 0.778068 1.039961 -1.82 -0.74 2.15 -0.147
C 3.714964 -6.365020 4.309831 0.15 -0.05 -0.08 -0.650
C -2.637443 -1.464806 -4.419766 -0.17 0.10 0.10 -0.662
C -2.251558 2.336353 -0.247541 -0.76 -0.02 0.04 -0.213
C -0.141968 -3.335557 4.216220 0.16 -0.31 -0.61 -0.106
C 3.496371 -0.042429 -0.974627 0.71 -1.46 -1.66 -0.083
C 4.115180 2.044582 -0.148244 2.38 2.04 -0.93 -0.260
C -2.266220 -2.733646 0.672750 -1.19 -0.27 1.11 -0.186
C -0.724615 -4.117944 3.049003 -0.50 0.96 0.36 -0.282
C -2.601723 -4.034466 1.427350 0.45 1.12 -0.10 -0.195
C 4.252967 1.082349 -1.084475 1.28 0.59 -3.06 -0.298
C -1.344941 -1.689704 -5.152704 0.03 0.14 -0.20 -0.649
C 8.651966 5.667406 -2.894749 -0.05 -0.05 0.22 -0.677
C -4.802381 -7.275830 -4.133607 0.09 -0.08 0.05 -0.663
C 3.129400 -2.550410 -1.535949 1.42 1.40 -1.49 -0.060
C -10.125723 2.815307 5.185784 -0.02 0.10 0.03 -0.652
C -3.407574 -1.699852 0.804351 0.83 -0.11 -0.84 -0.178
C -3.761696 -1.076730 -0.562312 -0.40 0.24 1.69 -0.195
C -0.567960 1.047995 1.127473 -0.74 0.31 0.73 -0.189
C 3.482890 -3.738548 -2.149789 1.76 2.63 -2.49 -0.151
C -1.811266 1.966278 1.150336 1.06 -0.65 -0.53 -0.187
C -11.145387 1.750148 4.883665 -0.17 0.02 0.01 -0.626
C 0.665431 3.841897 -3.915772 0.05 0.08 -0.03 -0.645
C 3.174087 7.646285 2.728578 0.13 0.13 0.04 -0.644
C -3.974949 0.441330 -0.449721 0.12 -0.74 -1.06 -0.208
C 3.315422 1.873677 0.881619 -0.74 1.77 2.58 -0.049
C 3.482905 -1.165940 -1.987061 0.52 0.27 -1.64 -0.238
C -7.805977 0.304664 2.269633 -0.12 0.13 -0.17 -0.676
H -0.132044 0.977201 0.142676 0.16 0.11 -0.51 0.103
H 6.470890 -3.537389 -3.912250 0.43 0.03 0.13 0.087
H -2.569502 1.449196 1.719002 -0.51 0.02 0.10 0.094
H 3.230769 2.645206 1.616544 -0.03 0.30 0.49 0.124
H -7.602886 -3.013537 -3.475985 0.06 -0.01 -0.07 -0.023
H -2.035149 0.543945 -1.411227 0.36 -0.33 0.06 0.095
H 2.821534 8.253666 3.557340 -0.11 -0.04 0.01 0.069
H 8.388969 6.143214 -1.948107 0.07 -0.20 -0.50 -0.051
H -12.089066 2.215092 4.604598 0.02 0.04 -0.05 0.074
H -1.417625 2.748500 -0.794950 0.37 0.44 -0.08 0.065
H 4.939772 6.877316 3.648570 -0.04 0.11 0.06 0.055
H -9.874674 3.388193 4.297432 0.04 -0.04 -0.04 0.070
H -3.219836 1.636113 -2.006625 0.12 0.33 -0.47 0.075
H 0.887152 -3.619955 4.366492 0.32 -0.14 0.45 0.020
H 4.383773 -5.557286 4.593479 -0.06 0.07 0.03 0.070
H -8.882058 0.495924 2.280024 0.77 -0.17 -0.33 -0.055
H 3.266689 -5.797004 -2.083635 0.22 -0.41 -0.31 0.105
H -1.493508 -2.282806 -6.050670 0.01 -0.10 0.04 0.070
H -1.201856 4.645911 -3.187704 -0.01 -0.08 0.06 0.069
H -1.975976 -4.810937 1.006812 -0.18 -0.65 -0.01 0.103
H -0.879683 0.050138 1.382847 0.02 -0.48 0.11 0.087
H 2.285589 1.155711 3.058689 0.33 0.15 0.28 0.119
H -3.295621 -0.845329 -5.026928 0.01 0.00 -0.05 0.076
H -11.320382 1.107861 5.742141 0.08 -0.06 0.00 0.072
H -3.075167 -0.915429 1.471451 0.05 0.31 0.27 0.085
H 1.280459 -3.734441 0.903577 -0.27 -0.15 0.35 0.100
H -1.440705 -2.310355 1.217327 0.86 0.15 -0.45 0.070
H 2.403082 -7.801269 5.235024 -0.06 0.04 -0.02 0.068
H -8.985154 -3.336523 -1.384151 0.04 -0.07 -0.08 0.076
H -2.766421 -4.484538 3.538168 -0.31 0.00 0.32 0.109
H -6.953540 -7.416602 -4.080674 0.00 0.03 -0.08 0.068
H 0.784356 2.517366 1.719432 0.03 0.61 0.31 0.112
H 1.039369 3.269633 -4.760017 -0.01 -0.08 0.02 0.070
H 3.951045 -7.572121 6.053010 0.04 0.04 0.00 0.072
H -4.160483 0.736918 0.569009 0.01 0.06 0.46 0.084
H -0.915867 -0.730496 -5.437575 0.00 0.03 0.06 0.068
H -0.749915 -3.533683 5.084779 0.04 -0.06 0.56 0.074
H -4.007113 -6.676471 -3.698061 -0.01 0.08 -0.05 0.066
H 10.367518 6.668453 0.632692 -0.05 -0.05 -0.04 0.081
H -0.266403 -3.845429 2.106581 0.45 0.05 -0.08 0.062
H -8.371161 -1.796116 -0.779652 0.05 -0.13 -0.02 -0.019
H -0.934283 4.838858 -4.921044 0.04 -0.03 -0.05 0.073
H -0.145861 -2.270534 4.036489 -0.18 0.43 -0.18 0.064
H -1.558657 2.858913 1.702623 -0.01 0.48 0.17 0.102
H 4.282453 5.834736 2.385943 -0.12 0.13 0.23 0.018
H -8.850591 -1.795544 -3.255659 -0.02 0.07 0.07 0.076
H -7.626924 -0.424636 4.263364 -0.09 0.03 0.00 0.046
H 6.314011 2.381177 -2.250373 -0.94 0.39 0.09 -0.137
H -10.519413 3.496802 5.937187 -0.01 -0.03 0.05 0.073
H 1.890173 -5.829888 -0.174427 -0.11 -0.63 0.15 0.121
H 4.531299 -6.035235 -3.361188 0.27 -0.48 -0.29 -0.051
H 1.524089 -0.309031 2.566459 -0.29 -0.31 0.03 0.106
H -6.188421 -7.144309 -2.513682 0.06 0.04 0.02 0.076
H 3.311079 4.800431 0.369468 -0.43 0.38 0.19 0.074
H 2.946531 -2.791962 -4.536391 -0.07 0.49 -0.24 0.040
H 6.388564 3.878927 1.320594 0.43 -0.09 0.22 0.083
H -2.473151 -0.961173 -3.469793 0.02 -0.04 0.04 0.044
H -7.295089 1.232918 2.524172 0.05 -0.03 0.03 0.076
H -3.023278 3.092066 -0.159277 -0.19 0.46 -0.10 0.111
H 3.758238 8.277089 2.061113 0.02 -0.04 -0.04 0.075
H -4.672445 -1.552658 -0.889714 -0.13 -0.22 -0.51 0.033
H 7.139283 6.623055 -4.089507 -0.03 -0.08 -0.04 0.068
H -3.654016 -4.240656 1.321749 -0.38 -0.43 -0.22 0.097
H 0.044123 1.667668 3.103797 -0.37 0.30 0.32 0.118
H 10.105729 8.329299 1.166275 -0.08 0.06 0.04 0.071
H -0.573615 -5.171754 3.216780 0.05 -0.51 -0.08 0.091
H 4.273068 -7.073895 3.700951 -0.04 -0.05 0.00 0.073
H 4.816355 1.384255 -3.700615 -0.33 0.66 0.23 -0.002
H 8.528209 5.901318 2.162437 -0.02 -0.01 -0.04 0.058
H -4.601766 -8.324091 -3.919998 -0.04 -0.03 -0.01 0.072
H -2.945032 -1.298846 -1.229658 0.07 -0.03 -0.52 0.072
H 9.725654 5.492578 -2.911074 0.00 -0.06 -0.07 0.071
H 4.474994 5.164503 -1.580476 0.20 0.26 -0.34 -0.004
H -2.026096 -2.921134 -0.360439 0.22 0.00 -0.38 0.104
H -4.888807 0.643825 -0.986459 -0.37 0.44 -0.16 0.059
H -4.271601 -2.151486 1.265794 -0.49 -0.16 0.11 0.093
H -6.378377 -1.033142 3.169917 -0.01 -0.06 -0.08 0.065
H 1.238616 4.764089 -3.842081 -0.02 0.02 0.04 0.072
H 8.645674 7.530958 -3.929305 0.05 -0.01 0.01 0.070
H 9.907345 6.600891 3.011642 0.03 0.06 0.00 0.077
H -2.404409 -2.793663 3.181296 -0.26 0.38 0.14 0.105
```
Forces are in eV/Å.

The electronic energy is -13064.71195 Ha. Its charge is 0. Its LUMO energy is -0.03048 hartree. Its structure (SMILES) is CCCCCCCCCCCCCCc1cc(P(=N)(O)O)c([PH2]=S)c2c1C(=O)c1cccc(P(=N)(O)O)c1C2=O.ClCCCl.ClCCCl.ClCCCl.ClCCCl.ClCCCl.ClCCCl.ClCCCl.ClCCCl.ClCCCl.ClCCCl.